No. 1
{"formula": "C35H48O3P4Re", "method": "ωB97M-V with the def2-TZVPD basis set", "spin_multiplicity": 4, "homo_lumo_gap_ev": [7.18, 4.30], "lumo_energy_ev": [-11.2592, -14.0705], "total_charge": 4, "homo_ev": [-18.435, -18.375], "relative_energy_ev": 0.4247, "total_energy_ev": -82461.564, "symbols": ["P", "C", "H", "H", "H", "C", "H", "H", "H", "C", "H", "H", "H", "P", "C", "H", "H", "H", "C", "H", "H", "H", "C", "H", "H", "H", "P", "C", "H", "H", "H", "C", "H", "H", "H", "C", "H", "H", "H", "Re", "C", "O", "C", "O", "C", "C", "C", "C", "C", "C", "H", "H", "H", "H", "H", "H", "O", "P", "C", "C", "C", "C", "C", "C", "C", "C", "C", "C", "C", "C", "C", "C", "C", "C", "C", "C", "H", "H", "H", "H", "H", "H", "H", "H", "H", "H", "H", "H", "H", "H", "H"], "positions_angstrom": [[-2.970, -0.976, 1.004], [-1.749, -1.854, 2.019], [-2.234, -2.302, 2.896], [-0.975, -1.143, 2.319], [-1.277, -2.630, 1.408], [-4.054, -0.156, 2.224], [-5.023, 0.082, 1.767], [-3.568, 0.776, 2.542], [-4.184, -0.831, 3.078], [-4.013, -2.375, 0.421], [-4.713, -2.673, 1.213], [-3.360, -3.217, 0.152], [-4.570, -2.069, -0.473], [-0.949, -0.139, -4.272], [0.605, -1.086, -4.176], [0.961, -1.319, -5.186], [0.427, -2.010, -3.615], [1.356, -0.495, -3.640], [-2.092, -1.232, -5.186], [-2.972, -0.667, -5.519], [-2.423, -2.042, -4.523], [-1.556, -1.646, -6.048], [-0.587, 1.197, -5.463], [-0.704, 0.825, -6.486], [0.436, 1.551, -5.296], [-1.274, 2.035, -5.296], [-0.679, 2.963, 0.212], [0.996, 2.594, 0.809], [1.418, 3.473, 1.311], [1.638, 2.306, -0.028], [0.950, 1.751, 1.499], [-0.447, 4.582, -0.619], [0.137, 5.242, 0.033], [-1.414, 5.043, -0.848], [0.095, 4.426, -1.560], [-1.635, 3.327, 1.724], [-1.288, 4.270, 2.166], [-1.496, 2.504, 2.438], [-2.701, 3.402, 1.477], [-2.332, 1.074, -1.571], [-1.854, -0.863, -1.570], [-1.516, -1.983, -1.612], [-0.461, 1.566, -2.083], [0.652, 1.800, -2.406], [-3.087, 2.711, -2.707], [-3.442, 2.932, -1.370], [-4.092, 1.934, -0.638], [-4.492, 0.761, -1.272], [-4.130, 0.527, -2.599], [-3.457, 1.510, -3.336], [-2.466, 3.429, -3.221], [-3.144, 3.839, -0.868], [-4.254, 2.057, 0.424], [-5.024, 0.000, -0.713], [-4.366, -0.430, -3.055], [-3.217, 1.334, -4.374], [0.845, -0.609, 0.884], [2.169, -0.896, 1.542], [2.442, -2.664, 1.808], [1.625, -3.606, 1.169], [1.841, -4.967, 1.390], [2.892, -5.393, 2.213], [3.730, -4.449, 2.820], [3.504, -3.086, 2.622], [3.482, -0.415, 0.398], [4.513, 0.484, 0.699], [5.445, 0.820, -0.288], [5.398, 0.211, -1.545], [4.392, -0.720, -1.835], [3.426, -1.019, -0.873], [2.220, -0.174, 3.198], [1.644, -0.908, 4.252], [1.548, -0.357, 5.533], [2.029, 0.932, 5.779], [2.590, 1.673, 4.734], [2.664, 1.138, 3.446], [0.822, -3.273, 0.506], [1.181, -5.692, 0.912], [3.056, -6.458, 2.378], [4.561, -4.764, 3.454], [4.151, -2.349, 3.104], [4.605, 0.907, 1.698], [6.220, 1.554, -0.058], [6.150, 0.451, -2.297], [4.364, -1.221, -2.804], [2.631, -1.734, -1.094], [1.286, -1.924, 4.068], [1.111, -0.946, 6.341], [1.983, 1.352, 6.785], [2.984, 2.675, 4.917], [3.070, 1.743, 2.635]], "atomic_forces_ev_per_a": [[-0.60, -1.04, 1.01], [0.55, 0.40, -0.19], [-0.07, 0.09, -0.24], [-0.01, -0.20, 0.09], [-0.08, 0.16, 0.15], [0.31, 0.68, -0.46], [0.14, -0.09, 0.25], [-0.26, -0.22, 0.18], [-0.05, 0.16, -0.18], [0.27, 0.31, -0.64], [0.20, 0.11, -0.16], [-0.27, 0.22, 0.08], [-0.08, -0.32, 0.23], [0.72, -0.75, -2.17], [-0.11, 0.03, 0.86], [-0.16, 0.09, 0.06], [0.09, 0.09, -0.20], [-0.03, -0.10, -0.18], [-0.44, 0.13, 0.82], [0.21, -0.20, -0.08], [0.07, 0.02, -0.30], [-0.07, 0.08, 0.11], [-0.06, 0.42, 0.70], [0.01, -0.02, 0.14], [-0.19, -0.02, -0.11], [0.16, -0.04, -0.27], [0.15, 0.17, 0.61], [-0.06, -0.45, -0.15], [-0.23, -0.06, -0.14], [0.00, 0.09, 0.08], [-0.07, 0.12, -0.09], [-0.40, -0.52, -0.49], [-0.15, -0.16, -0.06], [0.25, 0.10, 0.08], [-0.03, 0.15, 0.23], [-0.18, -0.32, -0.22], [-0.08, -0.21, -0.09], [-0.01, 0.22, -0.13], [0.21, 0.16, 0.21], [4.60, -1.54, 2.03], [1.91, -3.55, 0.47], [-1.29, 3.34, -0.09], [4.46, 0.48, -1.12], [-4.34, -0.72, 1.22], [-0.44, 1.55, -0.61], [-0.26, 1.73, -0.16], [-0.86, 0.24, 0.88], [-1.57, -0.69, 0.64], [-1.30, -0.79, -1.03], [-0.38, 0.16, -1.20], [-0.22, 0.20, -0.14], [-0.06, 0.08, -0.09], [-0.17, 0.07, -0.03], [0.07, 0.13, -0.11], [-0.06, 0.16, -0.01], [0.00, 0.05, -0.01], [0.11, -0.56, 0.02], [-1.05, 1.37, -0.35], [-0.90, 0.17, -0.94], [-0.16, -0.89, -0.19], [-1.38, 1.30, -1.13], [1.07, -0.20, 0.87], [0.36, 0.73, 0.35], [1.42, -1.50, 1.00], [0.34, -0.24, 0.49], [0.33, -0.05, -0.25], [-0.11, 0.05, 0.29], [-0.20, -0.10, 0.04], [-0.25, 0.03, 0.26], [0.24, -0.03, -0.26], [0.26, 0.14, 0.16], [0.20, 0.13, 0.02], [0.04, -0.02, -0.17], [0.05, -0.19, -0.21], [-0.03, 0.02, -0.16], [0.02, -0.16, 0.15], [0.29, -0.05, 0.29], [0.23, 0.09, 0.17], [0.01, 0.25, -0.05], [-0.32, 0.02, -0.22], [-0.14, -0.23, -0.15], [0.07, -0.09, -0.31], [-0.19, -0.28, -0.11], [-0.18, -0.06, 0.22], [0.06, 0.17, 0.27], [0.21, 0.17, 0.00], [0.00, 0.20, 0.15], [0.13, 0.19, -0.21], [0.00, -0.12, -0.30], [-0.17, -0.31, -0.01], [-0.07, -0.14, 0.33]], "mulliken_spin": [0.338, 0.042, 0.015, -0.002, -0.005, 0.044, -0.005, -0.002, 0.017, 0.047, 0.010, -0.001, -0.002, 0.426, 0.058, 0.027, -0.004, -0.006, 0.047, -0.008, -0.002, 0.022, 0.059, 0.014, -0.002, -0.006, 0.161, 0.029, 0.010, 0.000, -0.007, 0.016, 0.007, -0.002, -0.001, 0.012, 0.007, -0.002, -0.001, 0.536, -0.028, -0.034, -0.061, -0.023, -0.004, 0.089, 0.010, 0.062, 0.049, 0.041, 0.000, 0.018, 0.001, 0.000, 0.000, -0.031, 0.037, 0.054, 0.257, -0.043, 0.215, 0.230, 0.007, 0.112, 0.072, -0.008, 0.007, 0.047, -0.020, 0.034, 0.003, 0.015, 0.003, 0.005, 0.010, -0.007, -0.004, -0.001, -0.005, 0.005, -0.004, -0.002, 0.000, 0.001, 0.000, -0.003, 0.005, 0.000, 0.000, 0.000, -0.001]}

No. 2
{"formula": "C35H49AlF10NO24", "method": "ωB97M-V with the def2-TZVPD basis set", "homo_lumo_gap_ev": 6.21, "lumo_energy_ev": 1.1609, "total_charge": -1, "homo_ev": -5.049, "total_energy_ev": -121494.648, "symbols": ["C", "C", "F", "Al", "C", "C", "C", "C", "F", "C", "C", "C", "C", "C", "N", "H", "H", "H", "H", "H", "H", "H", "H", "H", "H", "H", "H", "H", "H", "H", "H", "H", "H", "H", "H", "H", "H", "H", "H", "H", "C", "C", "O", "C", "O", "O", "F", "H", "H", "H", "C", "C", "O", "C", "O", "O", "F", "H", "H", "H", "C", "C", "O", "C", "O", "O", "F", "H", "H", "H", "C", "C", "O", "C", "O", "O", "F", "H", "H", "H", "C", "C", "O", "C", "O", "O", "F", "H", "H", "H", "C", "C", "O", "C", "O", "O", "F", "H", "H", "H", "C", "C", "O", "C", "O", "O", "F", "H", "H", "H", "C", "C", "O", "C", "O", "O", "F", "H", "H", "H"], "positions_angstrom": [[0.199, -0.904, 3.224], [0.616, 0.416, 3.859], [-0.068, 0.460, 5.139], [0.290, 2.113, 2.752], [1.423, 3.560, 3.587], [0.757, 1.760, 0.800], [2.208, 1.501, 0.336], [3.195, 1.498, 1.479], [4.450, 0.947, 1.061], [-1.657, 2.635, 2.763], [-2.650, 1.827, 3.609], [-4.103, 2.043, 3.197], [-4.435, 1.400, 1.850], [-5.926, 1.156, 1.541], [-6.876, 1.859, 2.412], [-0.865, -1.087, 3.392], [0.369, -0.890, 2.144], [0.759, -1.762, 3.625], [1.675, 0.342, 4.145], [2.052, 4.142, 2.904], [2.080, 3.163, 4.372], [0.756, 4.283, 4.072], [0.359, 2.631, 0.267], [0.135, 0.915, 0.479], [2.534, 2.255, -0.387], [2.312, 0.536, -0.172], [3.414, 2.497, 1.852], [2.850, 0.878, 2.307], [-2.003, 2.603, 1.716], [-1.714, 3.690, 3.065], [-2.532, 2.085, 4.666], [-2.424, 0.755, 3.550], [-4.267, 3.123, 3.111], [-4.809, 1.690, 3.955], [-3.890, 0.452, 1.772], [-4.031, 2.035, 1.057], [-6.108, 1.495, 0.516], [-6.139, 0.083, 1.537], [-7.478, 2.465, 1.880], [-7.435, 1.237, 2.975], [-2.122, -5.088, 4.585], [-0.868, -4.609, 3.870], [-1.385, -4.159, 2.638], [-2.689, -3.816, 2.807], [-3.339, -3.219, 2.017], [-3.130, -4.259, 4.004], [0.014, -5.615, 3.640], [-2.318, -6.130, 4.326], [-2.107, -4.944, 5.660], [-0.343, -3.786, 4.357], [7.046, 0.185, 0.166], [6.389, -1.003, -0.516], [7.499, -1.630, -1.166], [8.636, -1.255, -0.543], [9.705, -1.747, -0.747], [8.400, -0.274, 0.334], [5.489, -0.658, -1.454], [7.037, 1.043, -0.507], [6.611, 0.448, 1.120], [5.935, -1.726, 0.163], [-6.952, 3.582, -2.087], [-7.436, 4.318, -0.850], [-6.239, 4.763, -0.261], [-5.266, 4.820, -1.217], [-4.209, 5.329, -1.072], [-5.710, 4.239, -2.355], [-8.078, 3.499, 0.024], [-6.764, 2.536, -1.838], [-7.612, 3.670, -2.942], [-8.080, 5.178, -1.043], [11.493, -4.375, -0.671], [10.491, -5.168, -1.486], [10.458, -6.410, -0.824], [10.876, -6.232, 0.466], [10.793, -7.052, 1.315], [11.377, -4.989, 0.616], [10.912, -5.369, -2.770], [12.499, -4.545, -1.060], [11.263, -3.318, -0.614], [9.488, -4.742, -1.519], [-3.090, -5.716, -0.404], [-4.100, -6.727, -0.925], [-4.073, -7.735, 0.067], [-3.618, -7.189, 1.232], [-3.656, -7.722, 2.290], [-3.140, -5.956, 0.999], [-3.737, -7.266, -2.114], [-2.095, -5.959, -0.780], [-3.333, -4.677, -0.598], [-5.120, -6.351, -1.016], [-2.478, 5.621, 1.052], [-2.872, 7.080, 0.905], [-1.948, 7.741, 1.738], [-0.841, 6.938, 1.897], [0.170, 7.304, 2.389], [-1.095, 5.721, 1.392], [-4.132, 7.335, 1.347], [-3.018, 5.160, 1.881], [-2.597, 5.026, 0.152], [-2.787, 7.478, -0.108], [-10.265, 5.291, -5.053], [-11.029, 4.432, -6.049], [-10.061, 3.482, -6.440], [-9.118, 3.379, -5.467], [-8.289, 2.540, -5.397], [-9.281, 4.380, -4.564], [-11.430, 5.134, -7.133], [-9.774, 6.110, -5.580], [-10.861, 5.667, -4.227], [-11.893, 3.908, -5.638], [10.405, -5.116, -6.013], [11.705, -4.466, -6.454], [11.315, -3.737, -7.595], [9.973, -3.488, -7.523], [9.389, -2.749, -8.237], [9.430, -4.199, -6.511], [12.650, -5.374, -6.805], [10.290, -6.077, -6.518], [10.308, -5.237, -4.941], [12.144, -3.781, -5.726]], "atomic_forces_ev_per_a": [[0.28, -0.17, 0.00], [-0.23, -0.20, -0.07], [0.11, 0.05, 0.00], [0.02, 0.28, 0.21], [-0.02, -0.01, 0.01], [0.14, -0.13, 0.03], [0.13, 0.03, -0.07], [-0.02, -0.01, 0.06], [-0.06, 0.04, -0.01], [-0.06, -0.17, -0.06], [0.08, -0.03, -0.04], [-0.21, 0.12, -0.02], [0.18, 0.07, -0.09], [-0.17, 0.06, -0.08], [0.14, 0.11, -0.01], [-0.03, 0.10, -0.07], [-0.02, 0.00, 0.02], [-0.11, -0.04, 0.04], [-0.01, 0.03, -0.03], [-0.04, -0.01, -0.03], [0.01, 0.01, -0.02], [0.05, 0.03, 0.03], [-0.01, 0.00, 0.02], [-0.06, 0.05, -0.01], [0.01, -0.03, -0.02], [-0.06, -0.03, 0.03], [-0.04, -0.01, 0.02], [0.05, -0.04, -0.05], [0.10, 0.06, 0.01], [-0.03, -0.01, 0.00], [0.05, 0.00, -0.02], [-0.02, 0.01, 0.01], [-0.16, -0.02, 0.12], [0.09, -0.09, 0.03], [-0.07, -0.01, -0.01], [0.09, -0.04, 0.02], [-0.05, -0.12, -0.04], [0.05, 0.01, 0.09], [-0.09, -0.05, 0.11], [0.00, -0.02, -0.04], [0.10, -0.06, -0.06], [-0.16, 0.12, 0.10], [0.08, 0.28, -0.10], [0.03, -0.10, -0.05], [-0.01, 0.01, -0.04], [-0.11, 0.00, -0.01], [-0.04, -0.10, -0.03], [0.02, -0.02, 0.04], [-0.01, 0.06, 0.00], [0.09, -0.06, 0.00], [-0.07, 0.01, -0.16], [0.13, -0.07, 0.12], [-0.07, -0.17, 0.11], [0.03, 0.03, -0.05], [-0.04, -0.03, -0.03], [0.04, 0.10, 0.01], [0.04, 0.11, -0.08], [-0.04, 0.03, 0.03], [0.04, -0.05, 0.08], [-0.11, 0.05, -0.03], [-0.02, 0.00, 0.17], [0.12, 0.04, -0.04], [0.16, 0.23, -0.02], [-0.48, -0.21, -0.08], [-0.23, 0.06, -0.31], [0.16, 0.01, 0.02], [-0.04, -0.05, -0.08], [-0.05, -0.02, -0.04], [0.08, 0.01, -0.06], [-0.07, -0.06, 0.04], [0.03, -0.04, -0.14], [-0.04, 0.02, 0.12], [-0.18, -0.02, 0.08], [0.05, 0.04, -0.12], [0.02, -0.02, 0.01], [0.07, -0.01, 0.08], [0.10, 0.00, 0.03], [-0.01, 0.03, -0.03], [-0.04, 0.02, 0.13], [0.03, 0.04, -0.11], [-0.02, -0.06, -0.08], [-0.06, 0.07, 0.14], [-0.16, 0.00, 0.06], [0.02, -0.02, -0.16], [0.03, -0.02, 0.00], [0.14, -0.04, 0.26], [0.11, -0.03, -0.01], [-0.01, 0.04, -0.04], [-0.05, 0.01, 0.05], [0.02, 0.00, -0.10], [0.04, -0.08, 0.03], [0.19, -0.15, -0.20], [0.16, 0.12, -0.02], [-0.44, -0.06, -0.08], [0.12, 0.05, 0.04], [0.35, 0.01, 0.14], [-0.07, -0.01, 0.15], [-0.07, 0.00, -0.02], [0.28, 0.16, 0.26], [-0.11, -0.04, 0.01], [0.01, -0.01, -0.14], [0.03, -0.06, 0.13], [-0.06, -0.17, 0.01], [-0.04, 0.13, 0.01], [0.02, -0.02, -0.03], [0.04, 0.04, 0.06], [0.08, 0.06, -0.04], [-0.05, 0.04, 0.02], [-0.02, -0.05, 0.03], [-0.05, 0.06, -0.05], [0.12, -0.10, -0.10], [-0.09, 0.10, 0.08], [0.03, 0.17, 0.01], [0.07, -0.11, 0.03], [-0.02, 0.00, -0.04], [-0.11, 0.00, -0.01], [-0.04, -0.08, -0.07], [0.04, -0.02, 0.03], [-0.08, 0.12, 0.00], [0.07, -0.07, 0.02]], "mulliken_charge": [-1.049, 0.260, -0.450, -0.573, -1.161, -0.511, -0.815, 0.093, -0.258, -0.204, -0.043, -0.667, -0.087, -0.032, -0.508, 0.195, 0.234, 0.285, 0.505, 0.315, 0.348, 0.285, 0.485, 0.384, 0.243, 0.211, 0.109, -0.015, -0.144, 0.228, 0.324, -0.140, 0.052, 0.455, 0.152, 0.076, -0.259, 0.290, 0.203, 0.191, -0.446, 0.415, -0.263, 0.823, -0.571, -0.351, -0.328, 0.224, 0.311, 0.238, -0.289, 0.385, -0.307, 0.546, -0.548, -0.329, -0.277, 0.260, 0.214, 0.291, 0.124, 0.252, -0.238, 0.621, -0.502, -0.379, -0.281, 0.315, -0.228, 0.291, -0.315, 0.370, -0.364, 0.651, -0.502, -0.327, -0.331, 0.274, 0.241, 0.311, -0.477, 0.343, -0.350, 0.590, -0.504, -0.152, -0.292, 0.263, 0.284, 0.271, -0.106, 0.599, -0.395, 0.550, -0.518, -0.234, -0.310, -0.009, 0.219, 0.264, -0.465, 0.307, -0.348, 0.650, -0.462, -0.293, -0.282, 0.269, 0.297, 0.270, -0.044, 0.329, -0.332, 0.658, -0.489, -0.335, -0.281, 0.257, -0.018, 0.292]}

> What is the formula in the first record?

C35H48O3P4Re